{"formula": "C35H54FeN3O2Se", "method": "ωB97M-V/def2-TZVPD", "elements": ["Fe", "C", "N", "C", "C", "C", "N", "C", "C", "C", "C", "C", "C", "C", "O", "C", "C", "C", "C", "C", "C", "C", "C", "C", "C", "C", "C", "C", "C", "C", "O", "C", "C", "C", "C", "C", "C", "C", "C", "H", "H", "H", "H", "H", "H", "H", "H", "H", "H", "H", "H", "H", "H", "H", "H", "H", "H", "H", "H", "H", "H", "H", "H", "H", "H", "H", "H", "H", "H", "H", "H", "H", "H", "H", "H", "H", "H", "H", "H", "H", "H", "H", "H", "H", "H", "H", "H", "H", "H", "H", "H", "H", "H", "Se", "C", "N"], "xyz": [[-0.5470, -0.6545, 2.0981], [0.2936, -0.5605, 4.8847], [-0.0482, 0.4506, 3.8605], [-1.2262, 1.2161, 4.3091], [1.1093, 1.3419, 3.6399], [1.0604, 2.0065, 2.2753], [1.1922, 1.0270, 1.2069], [0.8630, 1.5895, -0.1035], [-0.5523, 2.0594, -0.3589], [-0.7069, 3.0527, -1.3250], [-1.9558, 3.4869, -1.7313], [-3.0660, 2.8879, -1.1298], [-2.9784, 1.8975, -0.1655], [-1.6839, 1.4871, 0.2206], [-1.5290, 0.5576, 1.1671], [-4.2348, 1.2705, 0.4453], [-4.2654, 1.5183, 1.9632], [-4.2552, -0.2399, 0.1665], [-5.5171, 1.8682, -0.1383], [-2.1635, 4.5586, -2.7988], [-0.8388, 5.0980, -3.3377], [-2.9537, 3.9613, -3.9719], [-2.9526, 5.7321, -2.2017], [2.5291, 0.4275, 1.1248], [2.5879, -0.8563, 0.3378], [3.4795, -0.9801, -0.7074], [3.6024, -2.1735, -1.4186], [2.8368, -3.2436, -0.9871], [1.9406, -3.1929, 0.0884], [1.7824, -1.9482, 0.7106], [0.8649, -1.7220, 1.6611], [1.1939, -4.4840, 0.4570], [0.0837, -4.7234, -0.5746], [2.1704, -5.6731, 0.4359], [0.5648, -4.4785, 1.8547], [4.5630, -2.2577, -2.6029], [5.9960, -1.9979, -2.1179], [4.5262, -3.6269, -3.2813], [4.1827, -1.1960, -3.6442], [0.5900, -0.0710, 5.8186], [-0.5724, -1.1917, 5.0698], [1.1114, -1.1810, 4.5203], [-1.0379, 1.6425, 5.3001], [-1.4401, 2.0165, 3.6031], [-2.0924, 0.5579, 4.3590], [1.1611, 2.0866, 4.4417], [1.9977, 0.7193, 3.7296], [0.0926, 2.4953, 2.1367], [1.8221, 2.8003, 2.2281], [1.5383, 2.4370, -0.3070], [1.1116, 0.8246, -0.8451], [0.1907, 3.4788, -1.7557], [-4.0476, 3.2164, -1.4408], [-3.3980, 1.0720, 2.4422], [-4.2780, 2.5893, 2.1811], [-5.1614, 1.0698, 2.3981], [-3.4168, -0.7521, 0.6359], [-5.1772, -0.6791, 0.5525], [-4.2151, -0.4350, -0.9078], [-5.6058, 2.9374, 0.0666], [-5.5873, 1.7134, -1.2168], [-6.3728, 1.3710, 0.3207], [-0.2427, 4.3126, -3.8062], [-1.0371, 5.8597, -4.0939], [-0.2408, 5.5606, -2.5500], [-2.4240, 3.1090, -4.4010], [-3.9398, 3.6187, -3.6567], [-3.0924, 4.7101, -4.7550], [-2.4091, 6.1787, -1.3669], [-3.1133, 6.5039, -2.9579], [-3.9294, 5.4150, -1.8352], [3.2272, 1.1476, 0.6696], [2.9035, 0.2330, 2.1303], [4.0776, -0.1158, -0.9775], [2.9228, -4.1802, -1.5163], [0.4897, -4.7925, -1.5860], [-0.4453, -5.6527, -0.3512], [-0.6455, -3.9108, -0.5553], [2.5840, -5.8749, -0.5516], [3.0009, -5.5040, 1.1241], [1.6434, -6.5744, 0.7539], [-0.2389, -3.7590, 1.9513], [0.1492, -5.4701, 2.0471], [1.3089, -4.2692, 2.6263], [6.2846, -2.7243, -1.3560], [6.6985, -2.0764, -2.9510], [6.0974, -1.0007, -1.6871], [4.8259, -4.4251, -2.5993], [3.5319, -3.8595, -3.6673], [5.2208, -3.6332, -4.1233], [4.2390, -0.1887, -3.2295], [4.8611, -1.2439, -4.4993], [3.1647, -1.3542, -4.0052], [-4.0442, -3.7571, 2.4915], [-2.7346, -2.6255, 2.7336], [-1.8548, -1.8607, 2.9086]], "forces_ev_per_a": [[0.665, 0.627, -0.569], [-0.030, 0.070, 0.070], [-0.005, -0.221, 0.259], [0.000, 0.040, -0.050], [-0.018, -0.059, -0.041], [-0.042, 0.137, 0.032], [-0.199, -0.223, 0.101], [-0.088, -0.012, -0.084], [0.025, 0.131, -0.090], [-0.044, 0.056, 0.058], [0.025, -0.078, 0.025], [0.002, 0.040, -0.062], [-0.037, 0.113, -0.010], [0.250, 0.013, 0.048], [-0.393, -0.427, 0.149], [0.041, -0.009, 0.087], [0.037, -0.033, -0.032], [0.028, -0.057, -0.035], [-0.018, -0.029, -0.022], [-0.001, 0.011, 0.008], [0.008, 0.009, -0.010], [0.002, 0.005, 0.006], [0.001, 0.014, -0.007], [0.117, 0.011, -0.002], [0.088, -0.038, -0.079], [-0.019, -0.012, -0.063], [0.028, 0.044, 0.026], [-0.010, 0.000, 0.017], [0.094, 0.063, -0.044], [-0.108, 0.263, -0.071], [-0.145, -0.454, 0.364], [-0.028, 0.030, 0.034], [-0.030, 0.022, -0.010], [-0.011, -0.015, -0.033], [0.018, -0.064, 0.019], [-0.005, 0.002, 0.000], [0.006, 0.002, 0.003], [0.013, -0.014, -0.006], [0.000, -0.002, -0.020], [0.015, 0.004, -0.017], [-0.001, -0.007, -0.011], [-0.004, -0.011, 0.000], [0.006, 0.007, -0.012], [-0.017, -0.039, 0.007], [0.023, -0.018, 0.002], [-0.065, 0.039, -0.029], [0.040, 0.079, 0.003], [0.040, 0.051, 0.026], [0.084, -0.071, -0.058], [0.009, -0.015, -0.011], [-0.025, -0.053, 0.045], [-0.002, 0.011, -0.019], [0.011, -0.002, 0.005], [-0.017, -0.005, 0.019], [-0.002, -0.001, -0.015], [-0.014, 0.005, -0.023], [-0.069, 0.034, -0.018], [0.010, -0.012, 0.033], [-0.010, 0.032, -0.002], [0.021, -0.004, -0.001], [0.003, -0.009, 0.000], [-0.010, 0.006, 0.007], [-0.007, -0.008, -0.003], [-0.001, 0.001, -0.002], [-0.003, 0.000, 0.009], [0.009, 0.002, -0.002], [-0.003, -0.005, 0.000], [-0.006, 0.006, -0.001], [0.006, -0.003, 0.002], [0.001, 0.002, -0.006], [-0.003, -0.007, 0.002], [0.003, 0.006, 0.037], [-0.095, -0.023, 0.010], [0.016, -0.009, -0.009], [0.010, -0.007, 0.001], [0.005, 0.002, 0.005], [0.001, -0.004, -0.003], [0.007, 0.008, 0.002], [-0.012, 0.005, -0.004], [0.002, 0.004, -0.001], [-0.003, -0.001, 0.004], [-0.045, 0.015, 0.000], [0.015, -0.006, 0.014], [-0.006, 0.033, -0.010], [-0.004, -0.008, -0.005], [-0.002, 0.009, -0.001], [-0.003, 0.000, 0.008], [0.006, 0.005, 0.004], [-0.005, 0.005, 0.002], [-0.004, 0.001, -0.002], [0.000, 0.002, 0.002], [0.002, 0.000, 0.002], [0.001, -0.008, 0.004], [-0.012, -0.040, 0.007], [-0.047, 0.013, 0.076], [-0.064, 0.037, -0.046]], "lowdin_charge": [1.022, -0.073, -0.325, -0.065, -0.163, -0.159, -0.186, -0.109, -0.119, 0.013, -0.164, 0.021, -0.075, -0.250, -0.209, -0.524, -0.034, -0.035, -0.070, -0.560, -0.072, -0.046, -0.047, -0.122, -0.139, 0.005, -0.163, 0.023, -0.074, -0.240, -0.204, -0.528, -0.033, -0.056, -0.054, -0.560, -0.049, -0.067, -0.049, 0.099, 0.081, 0.093, 0.100, 0.088, 0.087, 0.135, 0.108, 0.120, 0.138, 0.131, 0.142, 0.105, 0.092, 0.045, 0.092, 0.090, 0.051, 0.085, 0.095, 0.086, 0.087, 0.086, 0.086, 0.084, 0.085, 0.091, 0.078, 0.084, 0.090, 0.084, 0.077, 0.128, 0.121, 0.114, 0.090, 0.082, 0.088, 0.090, 0.070, 0.093, 0.084, 0.042, 0.088, 0.093, 0.090, 0.084, 0.076, 0.086, 0.089, 0.085, 0.074, 0.084, 0.091, 0.575, -0.944, -0.029], "lumo_ha": [0.0160, -0.0318], "e_homo_ev": [-7.970, -7.935], "largest_force_ev_per_a": 1.077, "orbital_gap_ev": [8.4045, 7.0700], "spin_multiplicity": 6, "relative_energy_kcal_mol": 0.0}